This record from the Open Molecules 2025 dataset describes a cluster of 2 separate species, C10H14S in total in a non-equilibrium geometry. The level of theory is ωB97M-V/def2-TZVPD.

Geometry as XYZ:
```
25
Properties=species:S:1:pos:R:3:lowdin_charge:R:1
C 1.176 -2.239 0.958 -0.0592
C 0.700 -0.921 0.574 -0.3157
C 0.507 -0.482 -0.694 -0.0520
C -0.031 0.893 -0.617 -0.3331
C 0.497 1.978 -1.602 -0.0374
C -0.108 1.197 0.881 -0.2142
C -0.642 2.469 1.504 -0.0316
C 0.457 0.148 1.519 -0.0021
H 2.111 -2.591 0.461 0.0985
H 0.421 -2.985 0.685 0.0770
H 1.333 -2.276 1.987 0.0492
H 0.548 -1.089 -1.631 0.1297
H -1.097 0.727 -0.953 0.1336
H -0.371 2.574 -1.781 0.0573
H 0.876 1.614 -2.509 0.0443
H 1.349 2.558 -1.058 0.1170
H -0.448 3.419 0.968 0.0852
H -0.223 2.509 2.463 0.0580
H -1.691 2.470 1.437 0.0536
H 0.592 0.078 2.572 0.1067
C -2.221 -2.256 -1.145 -0.0848
C -3.032 -1.458 -0.551 -0.7595
S -3.915 -0.255 -0.133 0.7659
H -1.914 -2.330 -2.092 0.0263
H -2.145 -3.264 -0.697 0.0872
```

**Strongest force on any atom**: 0.09519 Eh/bohr
**Structure (SMILES)**: CC1=C[C@H](C)C(C)=C1.C=C=S
**Energy above the lowest of the compared OMol25 structures with the same formula, charge and spin**: 62.2 kcal per mole
**HOMO-LUMO gap**: 7.44 eV
**E_tot**: -21428.8611 eV
**LUMO energy**: -0.008 Eh

---

This record from the Open Molecules 2025 dataset describes a structure of composition C4H4CuO2 in a non-equilibrium geometry. The level of theory is ωB97M-V/def2-TZVPD.

Geometry as XYZ:
```
11
Properties=species:S:1:pos:R:3:lowdin_charge:R:1
O -2.010 1.581 2.014 -0.0779
C -1.289 1.312 1.070 -0.3916
C -0.419 0.664 0.413 -0.1398
C 0.088 0.320 -0.891 -0.3421
C 1.475 -0.119 -1.105 -0.1813
O 0.477 -1.133 -1.058 -0.1861
H -0.448 0.677 -1.777 0.1254
H 2.155 -0.103 -0.247 0.1088
H 1.926 0.025 -2.092 0.0975
Cu -0.378 -1.761 1.022 0.1075
H -1.578 -1.462 2.652 -0.1204
```

**Strongest force on any atom**: 0.05570 Eh/bohr
**Charge**: -1
**HOMO-LUMO gap**: 6.64 eV
**E_tot**: -52943.3921 eV
**LUMO energy**: 0.132 Eh

---

This record from the Open Molecules 2025 dataset describes a cluster of 4 separate species, C18H28ClIO13P2 in total in a non-equilibrium geometry. The level of theory is ωB97M-V/def2-TZVPD.

Geometry as XYZ:
```
63
Properties=species:S:1:pos:R:3:lowdin_charge:R:1
C 5.685 -4.216 -1.337 -0.1950
C 5.767 -2.605 -1.537 -0.4258
P 4.128 -1.917 -0.901 0.9827
C 4.565 -0.112 -0.412 -0.2926
C 2.787 -1.845 -2.209 -0.2372
C 2.700 -2.655 -3.377 -0.1991
O 3.874 -3.242 -3.909 -0.0135
C 1.231 -2.895 -3.980 -0.2701
O 1.041 -3.225 -5.159 0.0771
C 0.041 -2.700 -2.913 -0.3762
P -1.308 -4.023 -2.795 0.6188
O -2.858 -3.325 -3.119 -0.4144
Cl -1.212 -4.679 -0.768 0.1186
C 0.110 -1.529 -2.096 -0.5671
I -1.646 -0.796 -1.081 0.9018
C 1.555 -0.826 -2.036 -0.3459
O 1.674 0.399 -1.910 0.0415
H 5.755 -4.518 -0.243 0.0683
H 4.692 -4.617 -1.743 0.0634
H 6.542 -4.720 -1.886 0.0715
H 5.978 -2.392 -2.636 0.0701
H 6.675 -2.247 -0.937 0.0853
H 4.055 0.657 -1.068 0.0290
H 4.392 0.045 0.707 0.0430
H 5.695 0.052 -0.560 0.0450
H 4.294 -2.510 -4.422 0.1304
H -3.345 -3.235 -2.270 0.0158
C -7.682 1.867 -1.087 -0.0381
O -6.339 1.469 -0.816 -0.0280
C -5.651 2.335 -0.055 -0.6489
O -6.070 3.372 0.390 0.1357
O -4.414 1.843 0.120 -0.0393
C -3.562 2.668 0.915 -0.0347
H -8.139 1.095 -1.707 0.0997
H -8.255 1.950 -0.161 0.0929
H -7.701 2.809 -1.638 0.1020
H -3.968 2.785 1.922 0.1032
H -3.418 3.641 0.441 0.1024
H -2.594 2.173 0.988 0.0839
C -6.773 0.290 1.700 -0.0359
O -6.445 -0.370 2.923 0.0181
C -5.799 -1.534 2.761 -0.5981
O -5.492 -2.034 1.707 0.1236
O -5.553 -2.045 3.977 0.0007
C -4.864 -3.294 3.957 -0.0454
H -7.291 1.217 1.948 0.1074
H -5.872 0.534 1.148 0.0743
H -7.441 -0.329 1.096 0.1127
H -3.884 -3.186 3.488 0.0978
H -5.456 -4.053 3.442 0.0984
H -4.720 -3.611 4.990 0.0935
C 3.353 4.002 0.817 -0.0419
O 4.702 3.627 1.093 -0.0079
C 5.376 4.509 1.846 -0.6053
O 4.942 5.544 2.285 0.1246
O 6.619 4.036 2.027 -0.0029
C 7.456 4.879 2.817 -0.0472
H 2.909 3.218 0.204 0.0880
H 2.779 4.084 1.743 0.0993
H 3.320 4.940 0.259 0.0997
H 7.045 4.996 3.822 0.0985
H 7.586 5.851 2.338 0.0985
H 8.431 4.399 2.896 0.0930
```

**Strongest force on any atom**: 0.07563 Eh/bohr
**Structure (SMILES)**: CCP(C)C1=C(O)C(=O)C(P(O)Cl)=C(I)C1=O.COC(=O)OC.COC(=O)OC.COC(=O)OC
**HOMO-LUMO gap**: 7.05 eV
**E_tot**: -84934.3561 eV
**LUMO energy**: -0.055 Eh

---

This record from the Open Molecules 2025 dataset describes an isolated molecule of CH2FNO in a non-equilibrium geometry. The level of theory is ωB97M-V/def2-TZVPD.

Geometry as XYZ:
```
6
Properties=species:S:1:pos:R:3:lowdin_charge:R:1
F -1.077 -1.069 0.242 -0.0680
C 0.260 -0.428 0.077 -0.2793
N 0.251 0.974 0.108 0.0982
O 0.423 0.234 -1.104 0.0314
H 0.796 -1.102 0.586 0.1165
H -0.653 1.392 0.091 0.1013
```

**Strongest force on any atom**: 0.12984 Eh/bohr
**Structure (SMILES)**: F[C@@H]1NO1
**Energy above the lowest of the compared OMol25 structures with the same formula, charge and spin**: 85.2 kcal per mole
**HOMO-LUMO gap**: 11.74 eV
**E_tot**: -7321.2627 eV
**LUMO energy**: 0.042 Eh

---

This record from the Open Molecules 2025 dataset describes a structure of composition C6H18AgO6 in a non-equilibrium geometry. The level of theory is ωB97M-V/def2-TZVPD.

Geometry as XYZ:
```
31
Properties=species:S:1:pos:R:3:lowdin_charge:R:1
Ag 0.312 -0.309 0.184 1.0241
C 0.135 1.562 1.673 -0.1522
C 1.140 0.553 2.273 -0.1875
O 0.695 -0.730 1.913 -0.2181
O 0.204 1.551 0.259 -0.2761
H 0.399 2.553 2.042 0.1381
H -0.916 1.441 1.937 0.1406
H 1.250 0.751 3.339 0.1400
H 2.161 0.652 1.906 0.1206
H 0.742 -1.333 2.659 0.1345
H -0.037 2.446 0.009 0.1387
C -1.500 -2.060 -0.183 -0.1942
C -2.222 -0.891 -0.857 -0.2410
O -3.040 -1.378 -1.952 -0.0313
O -0.544 -1.764 0.796 -0.2300
H -0.956 -2.657 -0.914 0.1356
H -2.269 -2.703 0.245 0.1309
H -1.531 -0.200 -1.339 -0.0970
H -2.761 -0.265 -0.146 0.1308
H -3.851 -1.636 -1.507 0.0828
H -0.406 -2.608 1.233 0.1353
C 0.838 0.446 -2.038 -0.1108
C 1.795 1.059 -0.974 -0.2328
O 2.268 0.113 0.040 -0.1517
O -0.528 0.301 -1.589 -0.1401
H 1.370 -0.437 -2.392 0.1429
H 0.824 1.080 -2.924 0.1397
H 1.556 1.986 -0.454 0.1155
H 2.741 1.369 -1.418 0.1328
H 3.223 0.055 -0.036 0.1242
H -1.091 1.053 -1.783 0.1557
```

**Strongest force on any atom**: 0.24164 Eh/bohr
**Charge**: +1
**Energy above the lowest of the compared OMol25 structures with the same formula, charge and spin**: 374.7 kcal per mole
**HOMO-LUMO gap**: 7.77 eV
**E_tot**: -22774.7723 eV
**LUMO energy**: -0.108 Eh

---

This record from the Open Molecules 2025 dataset describes a cluster of 2 separate species, C3H11N2S in total in a non-equilibrium geometry. The level of theory is ωB97M-V/def2-TZVPD.

Geometry as XYZ:
```
17
Properties=species:S:1:pos:R:3:lowdin_charge:R:1
C 0.070 0.556 -2.095 -0.2419
C -0.585 -0.798 -2.341 -0.5217
S -1.486 -1.279 -0.699 0.6511
H 1.002 0.315 -1.564 0.0445
H -0.416 1.390 -1.479 0.0767
H 0.305 1.168 -3.121 0.1293
H -1.382 -0.573 -3.098 0.0790
H 0.099 -1.618 -2.679 0.0857
H -2.463 -1.904 -1.374 -0.1385
N -0.653 0.417 2.175 0.1750
C 0.592 -0.054 2.428 -0.1339
N 1.709 0.666 2.555 0.1514
H -0.998 1.345 2.482 0.1603
H -1.080 -0.121 1.427 0.0038
H 0.784 -1.129 2.311 0.1600
H 2.554 0.202 1.952 0.2227
H 1.947 1.416 3.120 0.0964
```

**Strongest force on any atom**: 0.10168 Eh/bohr
**Charge**: +1
**Energy above the lowest of the compared OMol25 structures with the same formula, charge and spin**: 57.8 kcal per mole
**HOMO-LUMO gap**: 7.68 eV
**E_tot**: -17096.5069 eV
**LUMO energy**: -0.182 Eh

---

This record from the Open Molecules 2025 dataset describes a structure of composition C5H6N2O in a non-equilibrium geometry. The level of theory is ωB97M-V/def2-TZVPD.

Geometry as XYZ:
```
14
Properties=species:S:1:pos:R:3:lowdin_charge:R:1
C 0.420 -0.275 0.433 -0.1578
C 0.322 -0.041 -0.955 -0.1718
C 0.640 -1.433 -0.487 -0.0614
C -1.323 -0.063 0.560 -0.4749
N -1.605 1.117 1.140 0.1672
C 1.961 0.827 -1.369 -0.1309
O -2.109 -0.921 0.260 0.0840
N 2.907 1.124 -0.757 0.0279
H 0.984 0.199 1.222 0.1383
H -0.304 0.367 -1.733 0.1231
H -2.531 1.261 1.520 0.1198
H -0.897 1.813 1.318 0.1127
H 1.662 -1.776 -0.594 0.1139
H -0.126 -2.199 -0.558 0.1099
```

**Strongest force on any atom**: 0.13703 Eh/bohr
**Energy above the lowest of the compared OMol25 structures with the same formula, charge and spin**: 80.8 kcal per mole
**HOMO-LUMO gap**: 10.02 eV
**E_tot**: -10306.0989 eV
**LUMO energy**: 0.001 Eh

---

> The lowest E_tot belongs to which entry?

C18H28ClIO13P2

---

> Number 6 is which compound?

C3H11N2S

---

> What is the formula in the third record?

C18H28ClIO13P2

---

> Look up the strongest force on any atom of the sixth one.

0.10168 Eh/bohr